# 1
{
  "formula": "C37H62BrN12O2Ti",
  "method": "wB97M-V/def2-TZVPD",
  "total_energy_ha": -5677.2386,
  "total_charge": 3,
  "elements": ["Ti", "C", "N", "C", "C", "N", "C", "C", "N", "C", "C", "N", "C", "N", "C", "C", "N", "C", "C", "C", "C", "N", "C", "N", "C", "C", "N", "C", "C", "N", "C", "C", "H", "H", "H", "H", "H", "H", "H", "H", "H", "H", "H", "H", "H", "H", "H", "H", "H", "H", "H", "H", "H", "H", "H", "H", "H", "H", "H", "H", "H", "H", "H", "H", "H", "H", "H", "H", "H", "H", "H", "H", "H", "H", "H", "H", "H", "H", "H", "H", "O", "C", "C", "C", "C", "C", "C", "C", "O", "N", "N", "C", "C", "Br", "C", "C", "C", "C", "C", "C", "C", "H", "H", "H", "H", "H", "H", "H", "H", "H", "H", "H", "H", "H", "H"],
  "coordinates": [[-0.697, -0.359, 0.374], [-1.694, 1.117, -5.128], [-1.499, -0.318, -5.248], [-1.814, -0.868, -6.564], [-1.074, -1.071, -4.209], [-1.334, -0.793, -2.954], [-2.575, -0.084, -2.746], [-3.290, -0.548, -1.477], [-2.689, -0.252, -0.130], [-3.379, -1.146, 0.842], [-2.894, -0.947, 2.267], [-1.433, -0.818, 2.314], [-0.899, -0.956, 3.533], [0.454, -1.116, 3.709], [1.133, -2.334, 3.299], [1.081, -0.495, 4.875], [-1.658, -0.873, 4.640], [-2.702, 0.123, 4.869], [-1.382, -1.724, 5.799], [-2.882, 1.171, 0.222], [-1.840, 2.106, -0.410], [-0.508, 1.473, -0.561], [0.404, 2.262, -1.152], [0.167, 3.589, -1.343], [0.463, 4.223, -2.626], [-0.104, 4.538, -0.266], [1.585, 1.794, -1.597], [2.735, 2.677, -1.750], [1.807, 0.474, -2.163], [-0.284, -2.185, -4.486], [-0.873, -3.492, -4.176], [0.585, -2.192, -5.657], [-1.274, 1.601, -6.012], [-1.173, 1.487, -4.246], [-2.750, 1.392, -5.066], [-2.763, -0.448, -6.900], [-1.931, -1.947, -6.512], [-1.052, -0.618, -7.304], [-3.267, -0.317, -3.564], [-2.467, 1.003, -2.745], [-3.410, -1.627, -1.554], [-4.286, -0.094, -1.476], [-3.194, -2.172, 0.527], [-4.457, -0.965, 0.810], [-3.222, -1.804, 2.860], [-3.378, -0.068, 2.694], [0.659, -2.747, 2.425], [1.098, -3.086, 4.094], [2.185, -2.124, 3.097], [1.244, -1.200, 5.693], [0.483, 0.339, 5.234], [2.057, -0.110, 4.571], [-2.550, 0.998, 4.239], [-2.633, 0.446, 5.907], [-3.708, -0.275, 4.718], [-0.697, -2.527, 5.539], [-2.320, -2.178, 6.118], [-0.980, -1.156, 6.639], [-2.802, 1.277, 1.304], [-3.880, 1.508, -0.069], [-1.794, 2.980, 0.240], [-2.175, 2.467, -1.384], [0.584, 3.474, -3.407], [1.351, 4.857, -2.593], [-0.387, 4.855, -2.889], [-1.050, 5.058, -0.427], [0.693, 5.287, -0.249], [-0.105, 4.049, 0.705], [2.934, 2.902, -2.800], [3.611, 2.168, -1.344], [2.593, 3.605, -1.203], [0.928, -0.147, -2.038], [2.673, 0.001, -1.700], [2.024, 0.579, -3.231], [-1.392, -3.440, -3.220], [-0.089, -4.248, -4.113], [-1.580, -3.809, -4.949], [0.908, -1.178, -5.887], [0.120, -2.627, -6.545], [1.474, -2.790, -5.438], [2.813, -4.453, -0.835], [1.777, -4.894, -0.052], [1.868, -6.162, 0.505], [0.870, -6.626, 1.342], [-0.239, -5.834, 1.618], [-0.324, -4.568, 1.071], [0.690, -4.078, 0.248], [0.633, -2.680, -0.329], [-0.523, -1.999, 0.010], [1.748, -1.801, 0.108], [1.407, -0.624, 0.688], [2.324, 0.136, 1.183], [2.100, 1.430, 1.769], [0.286, 1.780, 2.297], [3.068, 2.355, 1.910], [3.001, 3.715, 2.419], [3.777, 4.686, 1.770], [3.739, 6.006, 2.176], [2.963, 6.375, 3.267], [2.227, 5.414, 3.950], [2.239, 4.096, 3.530], [2.507, -3.884, -1.551], [2.730, -6.773, 0.270], [0.951, -7.617, 1.768], [-1.025, -6.203, 2.263], [-1.184, -3.942, 1.281], [0.704, -2.714, -1.420], [2.643, -2.226, 0.310], [3.364, -0.188, 1.139], [4.041, 2.072, 1.510], [4.401, 4.395, 0.931], [4.332, 6.748, 1.657], [2.956, 7.402, 3.604], [1.655, 5.698, 4.823], [1.718, 3.352, 4.116]],
  "atomic_forces_ev_per_a": [[-0.1, 2.2, 2.0], [0.1, 0.0, -0.2], [-0.1, 0.2, -0.2], [-0.1, 0.0, -0.1], [0.5, -0.3, 0.4], [0.0, -0.2, 0.1], [0.1, 0.0, 0.4], [0.0, -0.1, -0.7], [-0.7, 0.2, -0.5], [-0.1, -0.2, 0.4], [-0.3, -0.1, -0.3], [-0.1, 0.2, -0.3], [0.3, 0.3, 0.2], [-0.3, -0.2, 0.2], [0.1, 0.0, -0.1], [0.1, 0.1, 0.0], [0.0, 0.1, 0.1], [-0.1, 0.1, 0.1], [0.0, -0.1, 0.2], [0.3, 0.6, 0.1], [-0.1, 0.1, -0.2], [-0.4, -0.3, -0.2], [0.5, 0.1, -0.2], [0.0, 0.0, 0.1], [0.0, 0.1, -0.1], [-0.1, 0.0, 0.1], [-0.2, 0.0, -0.1], [0.1, 0.1, 0.0], [0.0, -0.1, 0.0], [-0.2, 0.1, -0.1], [0.2, 0.1, 0.2], [0.1, -0.1, 0.1], [0.0, 0.0, 0.0], [0.0, 0.0, -0.1], [0.0, 0.0, 0.0], [0.0, 0.0, 0.0], [0.0, 0.0, 0.0], [0.0, 0.0, 0.0], [-0.2, 0.1, 0.1], [-0.1, 0.0, 0.1], [0.1, 0.0, 0.1], [-0.1, -0.1, 0.1], [0.0, 0.0, -0.1], [0.0, 0.0, -0.1], [0.0, 0.0, 0.0], [0.0, -0.1, -0.2], [0.0, -0.1, -0.2], [0.0, 0.0, 0.0], [0.0, 0.0, -0.1], [0.0, 0.0, 0.0], [0.0, 0.0, 0.0], [0.0, 0.0, 0.0], [0.0, 0.0, 0.0], [0.1, 0.0, 0.0], [0.0, 0.0, 0.0], [0.0, 0.0, 0.0], [0.0, 0.0, 0.0], [0.0, 0.0, 0.0], [-0.1, -0.1, 0.0], [0.0, -0.1, 0.1], [0.0, -0.1, 0.0], [0.0, 0.0, 0.0], [0.0, 0.0, 0.0], [0.0, 0.0, 0.0], [0.0, 0.0, 0.0], [0.0, 0.0, 0.0], [0.0, 0.0, 0.0], [0.0, 0.0, -0.1], [0.0, 0.0, 0.0], [0.0, 0.0, 0.0], [0.0, 0.0, 0.0], [-0.2, -0.1, -0.2], [0.0, 0.0, 0.1], [-0.1, -0.1, 0.0], [0.0, 0.0, 0.0], [0.0, 0.1, 0.0], [0.0, 0.0, 0.0], [0.0, 0.0, 0.0], [0.0, 0.0, 0.0], [-0.1, 0.1, 0.0], [0.2, 0.1, 0.0], [-0.2, 0.0, 0.1], [0.2, 0.0, -0.1], [0.0, 0.1, 0.0], [0.0, 0.0, 0.1], [0.0, 0.1, -0.1], [-0.2, 0.2, 0.1], [1.1, -0.6, -0.4], [0.3, -1.5, -0.8], [0.0, -0.4, -0.2], [0.3, 0.0, 0.0], [0.1, -0.2, -0.2], [-0.3, 0.3, 0.3], [0.4, 0.1, 0.2], [-0.1, -0.2, -0.1], [0.0, 0.3, 0.1], [-0.1, -0.2, -0.1], [0.0, 0.1, 0.0], [0.0, -0.1, 0.0], [0.0, 0.1, 0.0], [0.0, -0.1, 0.0], [0.0, -0.1, -0.1], [0.0, 0.0, 0.0], [0.0, 0.0, 0.0], [0.0, 0.0, 0.0], [0.0, 0.0, 0.0], [-0.3, 0.0, -0.2], [0.0, 0.0, 0.2], [0.0, 0.0, -0.1], [0.0, -0.1, 0.0], [0.0, 0.0, 0.0], [0.0, 0.0, 0.0], [0.0, 0.0, 0.0], [0.0, 0.0, 0.0], [-0.1, 0.0, 0.0]]
}

---

# 2
{
  "formula": "C26H34N4O3",
  "method": "wB97M-V/def2-TZVPD",
  "total_energy_ha": -1455.8670,
  "smiles": "CN(C)c1ccc(C(=O)N2CCC[C@H](N3CCN(Cc4ccc5c(c4)OCO5)CC3)C2)cc1",
  "elements": ["C", "N", "C", "C", "C", "C", "C", "C", "O", "N", "C", "C", "C", "C", "N", "C", "C", "N", "C", "C", "C", "C", "C", "C", "C", "O", "C", "O", "C", "C", "C", "C", "C", "H", "H", "H", "H", "H", "H", "H", "H", "H", "H", "H", "H", "H", "H", "H", "H", "H", "H", "H", "H", "H", "H", "H", "H", "H", "H", "H", "H", "H", "H", "H", "H", "H", "H"],
  "coordinates": [[-8.245, -1.250, -0.720], [-7.195, -1.240, 0.270], [-7.406, -2.004, 1.477], [-5.918, -0.884, -0.093], [-4.845, -1.010, 0.801], [-3.574, -0.603, 0.454], [-3.310, -0.059, -0.798], [-1.927, 0.308, -1.220], [-1.353, -0.292, -2.113], [-1.348, 1.345, -0.564], [-1.970, 2.169, 0.440], [-1.184, 2.063, 1.745], [0.278, 2.425, 1.501], [0.888, 1.545, 0.399], [2.283, 1.943, 0.202], [3.146, 1.323, 1.197], [4.549, 1.935, 1.124], [5.170, 1.836, -0.178], [5.958, 0.651, -0.458], [5.230, -0.674, -0.540], [4.705, -1.116, -1.745], [3.993, -2.309, -1.854], [3.831, -3.045, -0.707], [4.365, -2.617, 0.509], [5.069, -1.444, 0.617], [4.071, -3.537, 1.484], [3.333, -4.555, 0.841], [3.193, -4.244, -0.527], [4.250, 2.289, -1.196], [2.842, 1.680, -1.115], [0.022, 1.702, -0.859], [-4.360, 0.038, -1.704], [-5.636, -0.353, -1.361], [-8.367, -0.254, -1.150], [-8.046, -1.961, -1.531], [-9.185, -1.524, -0.246], [-7.112, -1.421, 2.353], [-6.840, -2.943, 1.475], [-8.462, -2.242, 1.575], [-4.994, -1.433, 1.781], [-2.768, -0.727, 1.164], [-3.008, 1.865, 0.578], [-1.955, 3.212, 0.093], [-1.618, 2.729, 2.493], [-1.248, 1.040, 2.122], [0.840, 2.318, 2.429], [0.358, 3.466, 1.183], [0.828, 0.483, 0.706], [2.741, 1.509, 2.193], [3.198, 0.231, 1.045], [5.196, 1.471, 1.870], [4.461, 3.003, 1.355], [6.469, 0.836, -1.408], [6.718, 0.591, 0.327], [4.852, -0.520, -2.634], [3.584, -2.641, -2.793], [5.482, -1.133, 1.563], [3.861, -5.516, 0.949], [2.337, -4.637, 1.306], [4.678, 2.093, -2.180], [4.150, 3.373, -1.070], [2.232, 2.169, -1.874], [2.880, 0.599, -1.331], [0.349, 1.031, -1.655], [0.062, 2.741, -1.207], [-4.168, 0.430, -2.692], [-6.415, -0.253, -2.098]],
  "atomic_forces_ev_per_a": [[0.0, 0.1, -0.1], [-0.3, -0.1, 0.1], [0.1, 0.0, 0.1], [0.1, 0.2, 0.0], [-0.1, -0.1, 0.1], [0.1, 0.1, -0.3], [-0.2, -0.2, 0.0], [0.0, 0.0, -0.1], [0.0, -0.2, -0.2], [0.2, 0.2, 0.1], [-0.2, 0.0, 0.5], [0.0, 0.2, -0.2], [-0.1, -0.4, 0.1], [-0.1, 0.3, 0.1], [-0.1, 0.0, -0.1], [0.2, 0.1, 0.1], [-0.1, 0.0, 0.1], [0.1, 0.0, 0.0], [0.0, 0.1, 0.0], [0.1, -0.1, -0.2], [0.2, 0.1, 0.1], [-0.2, -0.3, 0.2], [0.2, 0.3, 0.4], [-0.2, -0.1, -0.5], [-0.1, -0.3, 0.0], [0.3, 0.5, 0.0], [-0.5, -1.1, 0.6], [0.1, 0.3, -0.4], [-0.2, 0.0, -0.1], [0.2, 0.1, -0.1], [0.4, -0.3, -0.2], [0.2, 0.0, 0.1], [-0.2, 0.0, -0.1], [-0.1, 0.0, -0.1], [0.0, 0.0, -0.1], [0.0, 0.0, 0.0], [0.0, -0.1, 0.1], [0.0, 0.0, 0.1], [0.0, 0.0, 0.0], [-0.1, -0.1, 0.1], [0.1, 0.0, 0.1], [0.1, 0.1, -0.1], [-0.1, 0.0, 0.0], [0.0, 0.0, 0.0], [-0.1, -0.1, 0.1], [0.1, 0.1, 0.0], [0.1, 0.1, 0.0], [0.0, 0.1, -0.1], [0.0, 0.0, 0.0], [-0.1, 0.1, 0.0], [0.0, 0.0, 0.0], [0.0, -0.1, 0.1], [0.0, -0.1, 0.1], [0.0, 0.0, -0.1], [0.0, 0.1, -0.1], [-0.1, -0.1, -0.1], [0.1, 0.1, 0.2], [-0.1, 0.3, -0.1], [0.2, 0.1, -0.1], [0.0, 0.0, 0.0], [-0.1, 0.0, -0.1], [0.0, -0.1, 0.0], [-0.1, 0.1, 0.0], [0.0, 0.2, 0.1], [0.0, 0.0, 0.0], [0.0, 0.0, -0.1], [-0.1, 0.0, 0.0]]
}

---

# 3
{
  "formula": "C5H11BrOSi",
  "method": "wB97M-V/def2-TZVPD",
  "total_energy_ha": -3135.7747,
  "elements": ["C", "C", "C", "C", "C", "O", "Si", "Br", "H", "H", "H", "H", "H", "H", "H", "H", "H", "H", "H"],
  "coordinates": [[-0.816, -2.679, -2.266], [-0.671, -2.443, -0.989], [-0.853, 1.887, 1.596], [1.823, -0.516, 1.147], [-0.790, 2.120, 0.107], [-0.045, 1.366, -0.696], [0.893, -0.047, -0.503], [1.983, -0.082, -2.448], [-1.167, -3.587, -2.666], [-0.845, -1.809, -2.840], [-0.812, -3.002, -0.186], [-1.053, 0.825, 1.747], [0.144, 2.153, 1.927], [-1.612, 2.529, 2.105], [2.858, -0.686, 0.846], [1.690, 0.126, 1.960], [1.476, -1.493, 1.489], [-0.393, 3.212, -0.059], [-1.808, 2.128, -0.269]],
  "atomic_forces_ev_per_a": [[-0.5, 0.5, 1.4], [2.3, 4.7, -2.2], [0.4, -0.1, -0.2], [-0.2, -1.0, -2.4], [-1.8, 4.8, 0.7], [3.4, -4.0, -0.8], [-2.8, -1.4, -0.2], [0.1, 0.0, 0.6], [-0.4, -1.1, -0.5], [0.6, 0.9, -1.7], [-0.4, -2.7, 3.4], [-0.1, 0.0, 0.5], [0.1, -0.2, 0.8], [0.6, -0.6, -0.6], [0.2, 0.4, 0.3], [0.1, 1.4, 1.0], [-0.3, 0.0, -0.4], [-0.9, -1.5, 0.4], [-0.4, 0.0, -0.3]]
}

---

Listing HOMO for the structures above in their given order: -15.141 -7.682 -7.727 eV.
Listing molar mass for the structures above in their given order: 834.76 450.58 195.13 g mol⁻¹.
Listing ΔE to the lowest compared entry with this formula, charge and spin for the structures above in their given order: 2.419 3.760 3.453 eV.